Record 1
The following is a DFT calculation (ωB97M-V with the def2-TZVPD basis set) of C3H4FeO3 as an isolated structure in a non-equilibrium geometry.

The total charge is +1. The spin multiplicity is 6. Its electronic energy is -43692.259 eV. The expectation value of S² is 8.792. The calculation puts the energy relative to the best compared isomer or geometry (same formula, charge and spin) at 315.0 kJ/mol. The calculation puts the lowest unoccupied orbital energy (spin up / spin down) at -0.1968 / -0.3161 hartree.

Cartesian coordinates (Å):
1 H 1.79305 2.53564 -0.17289
2 O 1.12929 1.78243 -0.02139
3 C -1.44183 0.50631 -0.36315
4 C -0.85527 -0.49568 0.32886
5 O -0.57317 -1.71088 -0.22359
6 C 0.60190 -2.43277 0.09184
7 O 1.58906 -1.68689 0.28421
8 Fe 1.92490 0.16654 -0.07740
9 H -1.64090 0.41343 -1.43396
10 H -1.85091 1.35979 0.17978
11 H -0.67611 -0.43792 1.40768

Record 2
The following is a DFT calculation (ωB97M-V with the def2-TZVPD basis set) of one molecule with the formula C5H9BrO in a non-equilibrium geometry.

The spin multiplicity is 1. Its electronic energy is -77416.684 eV. The calculation puts the energy relative to the best compared isomer or geometry (same formula, charge and spin) at 251.0 kJ/mol. The calculation puts the lowest unoccupied orbital energy (spin up / spin down) at 0.0188 / 0.0132 hartree.

Cartesian coordinates (Å):
1 C 2.99446 -0.95675 -0.19780
2 C 0.66974 -0.35137 -0.17135
3 C 0.73385 0.63672 -1.37767
4 C -1.56556 0.17103 0.94823
5 C -0.56758 -0.89377 0.45741
6 O 1.75286 -0.97484 0.21859
7 Br 4.31106 -1.34390 1.25121
8 H 3.26117 -0.09960 -0.94039
9 H 1.16587 1.56663 -1.05735
10 H -0.16784 1.00528 -1.67376
11 H 1.27431 0.24858 -2.21040
12 H -1.05153 1.09716 1.20564
13 H -2.19855 -0.27815 1.83366
14 H -2.43636 0.30540 0.32271
15 H -1.11309 -1.48343 -0.21098
16 H -0.17225 -1.47286 1.20652

Record 3
The following is a DFT calculation (ωB97M-V with the def2-TZVPD basis set) of C51H45N8O5S2SiSn as an isolated structure in a non-equilibrium geometry.

The total charge is -1. The spin multiplicity is 1. Its electronic energy is -111161.497 eV. The calculation puts the energy relative to the best compared isomer or geometry (same formula, charge and spin) at 89.6 kJ/mol. The calculation puts the lowest unoccupied orbital energy at 0.0761 hartree.

Cartesian coordinates (Å):
1 Sn -0.27950 -0.18767 0.68728
2 N -1.66250 4.17853 2.40988
3 C -1.39050 4.14023 3.78348
4 C -2.24360 4.77763 4.67038
5 C -1.96400 4.78143 6.02918
6 C -0.84350 4.12813 6.50328
7 C -0.00100 3.46013 5.62228
8 C -0.26640 3.47203 4.26518
9 S 0.79730 2.61363 3.11578
10 N -0.18410 2.45123 1.77078
11 C -1.20430 3.18583 1.56248
12 C -2.00670 2.96253 0.34788
13 C -2.63110 4.00943 -0.33012
14 C -3.40620 3.71033 -1.43592
15 C -3.56650 2.38463 -1.80812
16 C -2.89330 1.41753 -1.07792
17 N -2.12630 1.70263 -0.04762
18 H -2.56780 4.56253 2.17198
19 H -3.12360 5.27823 4.29088
20 H -2.62930 5.29463 6.70998
21 H -0.61600 4.12773 7.55768
22 H 0.87190 2.94223 5.98308
23 H -2.47940 5.03443 -0.02682
24 H -3.87920 4.49983 -1.99982
25 H -4.18000 2.10223 -2.64992
26 H -2.95880 0.36963 -1.32312
27 O 3.18690 -0.03877 1.90938
28 C 2.62860 -1.06627 2.23658
29 N 1.28300 -1.26677 2.21898
30 C 0.97140 -2.53777 2.57468
31 O -0.14870 -3.01267 2.55798
32 C 2.24270 -3.25687 2.90038
33 C 2.49670 -4.56917 3.23188
34 C 3.82470 -4.96157 3.35168
35 C 4.85540 -4.05887 3.14398
36 C 4.59340 -2.73337 2.80718
37 C 3.27740 -2.34657 2.68738
38 H 1.68860 -5.26927 3.38208
39 H 4.05900 -5.98597 3.60598
40 H 5.87920 -4.39157 3.24098
41 H 5.39780 -2.03507 2.63588
42 O -2.78020 1.11873 9.00108
43 C -1.82810 0.40673 8.33308
44 O -0.91610 -0.07567 8.96158
45 C -1.98580 0.30153 6.87678
46 C -0.88140 -0.10767 6.11628
47 C -0.95200 -0.22167 4.75048
48 C -2.15100 0.03493 4.07698
49 S -2.35240 -0.12447 2.35968
50 C -3.26200 0.43343 4.83648
51 C -3.18430 0.57043 6.20108
52 H -3.41800 1.48613 8.37698
53 H 0.03850 -0.32297 6.64018
54 H -0.08710 -0.52207 4.18038
55 H -4.18920 0.62683 4.31878
56 H -4.08700 0.85153 6.73338
57 O -0.24580 0.40543 -1.84272
58 Si 0.00230 0.86833 -3.31032
59 C 1.62180 0.21793 -4.08452
60 C 1.65060 -0.80227 -5.02902
61 C 2.84680 -1.32787 -5.48392
62 C 4.04690 -0.84837 -4.98642
63 C 4.03940 0.17013 -4.04682
64 C 2.83660 0.69873 -3.61372
65 C 0.14230 2.76623 -3.47112
66 C 0.31760 3.45283 -4.66772
67 C 0.36310 4.83493 -4.71082
68 C 0.25080 5.56773 -3.54172
69 C 0.13430 4.90203 -2.33202
70 C 0.07890 3.52093 -2.30802
71 C -1.33200 0.27183 -4.53562
72 C -2.36410 -0.55507 -4.11692
73 C -3.31270 -1.03957 -4.99952
74 C -3.24790 -0.69837 -6.34002
75 C -2.21610 0.11073 -6.78602
76 C -1.27230 0.57773 -5.89122
77 H 0.72050 -1.20347 -5.40732
78 H 2.84380 -2.12357 -6.21882
79 H 4.98600 -1.26127 -5.33312
80 H 4.97230 0.54213 -3.64502
81 H 2.83320 1.49533 -2.88302
82 H 0.43280 2.90503 -5.59182
83 H 0.49410 5.34853 -5.65662
84 H 0.26440 6.64963 -3.57202
85 H 0.09980 5.46533 -1.40812
86 H -0.00480 2.99463 -1.36862
87 H -2.41300 -0.82637 -3.07212
88 H -4.10360 -1.69157 -4.64962
89 H -3.99230 -1.06377 -7.03372
90 H -2.14600 0.36793 -7.83592
91 H -0.46110 1.18653 -6.25992
92 C 2.03250 -2.97947 -0.57432
93 N 0.63300 -2.69597 -0.88832
94 C 0.54150 -2.54217 -2.34132
95 N 0.99220 -3.73187 -3.05352
96 C 2.37760 -3.98357 -2.68382
97 N 2.52490 -4.17617 -1.24442
98 C 1.67900 -5.29107 -0.83032
99 N 0.27590 -5.07747 -1.16972
100 C -0.17070 -3.85657 -0.50342
101 C 0.18790 -4.86217 -2.61172
102 H 2.13870 -3.13517 0.49838
103 H 2.63860 -2.12067 -0.87432
104 H 1.15530 -1.69407 -2.63922
105 H -0.49320 -2.33497 -2.61482
106 H 2.98470 -3.12757 -2.99252
107 H 2.73210 -4.88347 -3.19822
108 H 1.76590 -5.41277 0.25468
109 H 2.02940 -6.20047 -1.32952
110 H -0.12040 -3.99547 0.57868
111 H -1.21160 -3.66157 -0.77962
112 H -0.85640 -4.67337 -2.87592
113 H 0.53100 -5.76817 -3.12322

Record 4
The following is a DFT calculation (ωB97M-V with the def2-TZVPD basis set) of one molecule with the formula C10H10OS2 in a non-equilibrium geometry.

The spin multiplicity is 1. Its electronic energy is -34247.291 eV. The calculation puts the energy relative to the best compared isomer or geometry (same formula, charge and spin) at 0.0 kJ/mol. The calculation puts the lowest unoccupied orbital energy (spin up / spin down) at -0.0581 / -0.0778 hartree.

Cartesian coordinates (Å):
1 C 3.22447 -1.04743 -0.80659
2 C 2.84609 0.15332 -1.44859
3 C 2.29209 -1.61279 0.14240
4 C 1.64680 0.79012 -1.02751
5 C 1.11602 -1.01346 0.47995
6 C 0.79197 0.22607 -0.08727
7 C -3.28866 -0.54546 -0.30409
8 C -2.88546 0.34424 0.89094
9 C -1.44466 0.18952 1.33168
10 C -0.39038 0.83584 0.36524
11 O -4.42391 -0.95348 -0.35555
12 S -2.03956 -0.76645 -1.46590
13 S -0.78916 2.53015 -0.00506
14 H 4.19117 -1.60117 -0.93916
15 H 3.52368 0.49474 -2.31289
16 H 2.59591 -2.44044 0.82513
17 H 1.28881 1.61347 -1.58188
18 H 0.48058 -1.40480 1.30778
19 H -3.12231 1.34651 0.54854
20 H -3.49566 0.11780 1.68814
21 H -1.08731 0.86641 2.19791
22 H -1.16415 -0.86928 1.52933
23 H 0.13364 2.74658 -0.97257

Record 5
The following is a DFT calculation (ωB97M-V with the def2-TZVPD basis set) of C10H12F6LiNO6 as an isolated structure.

The total charge is -2. The spin multiplicity is 1. Its electronic energy is -40855.543 eV. The calculation puts the lowest unoccupied orbital energy at 0.1958 hartree.

Cartesian coordinates (Å):
1 Li 1.20244 -0.04887 0.39883
2 O -1.62684 -0.79308 -1.70767
3 C -1.22324 -2.02183 -1.15994
4 C -1.23270 -2.07251 0.37935
5 N 0.08433 -1.93055 0.98615
6 C -0.00475 -1.61466 2.40557
7 C -0.36947 -0.12548 2.61734
8 O -1.30940 0.15226 3.38521
9 O 0.37471 0.66801 1.97824
10 C 0.96615 -3.05736 0.73213
11 C 2.41813 -2.59357 0.39677
12 O 3.24281 -3.50683 0.20167
13 O 2.60509 -1.35090 0.36322
14 H -0.86935 -0.15213 -1.59161
15 H -0.21874 -2.28413 -1.51614
16 H -1.92862 -2.77161 -1.53814
17 H -1.70355 -3.02494 0.69928
18 H -1.86743 -1.26233 0.74521
19 H 0.99080 -1.73728 2.83929
20 H -0.71385 -2.27464 2.93138
21 H 0.60904 -3.64638 -0.11491
22 H 1.01637 -3.74479 1.58774
23 C -1.12792 2.52546 -0.11136
24 C 0.09556 2.29985 -1.02640
25 O 0.57455 1.04313 -1.08888
26 C 1.21706 3.28525 -0.56495
27 F 2.22213 3.41330 -1.47210
28 F 0.76888 4.56047 -0.34473
29 F 1.78735 2.88760 0.57533
30 C -0.32443 2.76468 -2.46502
31 F -0.66383 4.09026 -2.54840
32 F -1.40710 2.08853 -2.89637
33 F 0.63577 2.57249 -3.39354
34 H -0.82687 2.24339 0.89604
35 H -1.92348 1.85838 -0.43904
36 H -1.46960 3.56079 -0.13955